[1]
Below is a structure of composition C5H5FFeLiO4, with properties calculated with the ωB97M-V functional and the def2-TZVPD basis.

Computed properties:
Frontier orbital gap (spin up / spin down) in eV: 4.84 / 6.16
Molecular weight in g mol⁻¹: 210.87

ORCA input file:
```
! wB97M-V def2-TZVPD RIJCOSX def2/J DEFGRID3
* xyz 3 7
H -1.380 2.269 -0.272
O -1.661 0.529 0.853
O -2.034 -0.833 -0.778
O -1.667 -1.640 1.299
C -1.462 1.188 -0.373
C -2.198 0.417 -1.249
C -2.017 -0.726 0.605
H -2.409 0.542 -2.308
C 1.504 -0.265 -0.870
C 2.195 0.194 0.302
O 1.830 -0.186 1.451
Fe 2.293 0.624 3.227
Li 0.596 -1.832 1.302
F 1.075 -1.566 -0.622
H 2.100 -0.254 -1.788
H 2.875 1.051 0.182
H 0.359 0.486 -0.960
*
```

[2]
Below is a structure of composition C26H28Cl3Ge2OTc, with properties calculated with the ωB97M-V functional and the def2-TZVPD basis.

Computed properties:
Frontier orbital gap (spin up / spin down) in eV: 6.09 / 5.71
Molecular weight in g mol⁻¹: 706.09

ORCA input file:
```
! wB97M-V def2-TZVPD RIJCOSX def2/J DEFGRID3
* xyz 3 2
Tc -1.577 1.984 0.405
C 3.152 3.347 2.324
C 2.571 3.854 0.974
C 3.556 3.481 -0.153
C 2.343 5.371 1.038
C 1.317 3.154 0.787
C 0.266 2.508 0.653
H 4.117 3.825 2.483
H 3.285 2.265 2.306
H 2.490 3.603 3.151
H 4.497 4.002 0.018
H 3.168 3.786 -1.124
H 3.748 2.408 -0.172
H 3.298 5.875 1.178
H 1.688 5.639 1.866
H 1.901 5.742 0.113
C -3.514 4.355 0.743
O -3.414 2.998 0.189
H -3.973 4.327 1.729
H -4.107 4.985 0.085
H -2.509 4.771 0.808
H -4.284 2.696 -0.110
Cl -0.929 -1.203 2.500
Ge -1.931 1.172 2.756
Cl -3.888 0.581 3.217
Cl -0.890 1.752 4.460
C -1.171 0.356 0.008
Ge -0.909 -1.588 0.298
C 0.783 -1.775 -1.970
C 0.267 -2.843 -2.713
C 0.036 -2.718 -4.072
C 0.300 -1.519 -4.719
C 0.778 -0.440 -3.988
C 1.018 -0.561 -2.630
C -2.244 -2.959 -0.025
C -3.177 -2.745 -1.036
C -4.219 -3.656 -1.144
C -4.292 -4.746 -0.283
C -3.338 -4.933 0.712
C -2.289 -4.036 0.852
C 1.205 -1.956 -0.538
C 1.436 -3.270 -0.005
C 2.267 -3.470 1.071
C 2.905 -2.385 1.679
C 2.600 -1.087 1.278
C 1.747 -0.862 0.220
H 0.054 -3.796 -2.246
H -0.338 -3.568 -4.627
H 0.140 -1.419 -5.784
H 0.994 0.495 -4.488
H 1.435 0.289 -2.105
H -3.109 -1.905 -1.714
H -4.971 -3.511 -1.907
H -5.097 -5.460 -0.395
H -3.404 -5.778 1.384
H -1.547 -4.179 1.628
H 1.038 -4.132 -0.522
H 2.470 -4.477 1.411
H 3.637 -2.553 2.459
H 3.071 -0.251 1.777
H 1.545 0.157 -0.087
*
```

[3]
Below is a structure of composition C6H8CoO7P2, with properties calculated with the ωB97M-V functional and the def2-TZVPD basis.

Computed properties:
Frontier orbital gap (spin up / spin down) in eV: 9.79 / 9.24
Molecular weight in g mol⁻¹: 313.00
Energy above the lowest of the compared OMol25 structures with the same formula, charge and spin in kcal per mole: 0.0

ORCA input file:
```
! wB97M-V def2-TZVPD RIJCOSX def2/J DEFGRID3
* xyz 0 4
Co -0.049 -0.265 0.302
C 0.707 -1.635 -1.837
C 0.600 -0.558 -2.707
C 1.335 0.599 -2.479
C 2.179 0.694 -1.383
C 2.297 -0.380 -0.502
C 1.559 -1.547 -0.729
H 0.128 -2.535 -1.997
H -0.071 -0.614 -3.553
H 1.222 1.445 -3.144
H 2.726 1.607 -1.196
H 2.947 -0.317 0.361
H 1.641 -2.384 -0.046
O -0.089 3.048 1.578
P -1.377 2.371 0.831
O -2.366 3.384 0.478
O -0.753 1.461 -0.219
O -1.916 1.380 2.003
P -1.140 0.353 3.019
O 0.395 0.438 2.278
O -1.499 -1.115 2.494
O -1.217 -1.444 1.108
H -0.306 3.942 1.865
H 0.708 1.361 2.288
*
```

[4]
Below is a structure of composition C57H55Cl3F2N8O7SSiY, with properties calculated with the ωB97M-V functional and the def2-TZVPD basis.

Computed properties:
Frontier orbital gap (spin up / spin down) in eV: 2.94 / 2.89
Molecular weight in g mol⁻¹: 1257.53
Energy above the lowest of the compared OMol25 structures with the same formula, charge and spin in kcal per mole: 6.6

ORCA input file:
```
! wB97M-V def2-TZVPD RIJCOSX def2/J DEFGRID3
* xyz 1 1
Y 0.460 1.457 -0.494
F 5.101 3.926 3.229
C 4.320 2.860 3.537
C 3.078 2.774 2.966
C 2.260 1.664 3.271
C 1.074 1.450 2.547
O 0.819 2.201 1.504
C 0.220 0.359 2.955
C 0.644 -0.464 3.956
N 1.857 -0.352 4.549
C 2.276 -1.315 5.529
C 3.345 -2.302 5.159
C 1.926 -2.757 5.338
C 2.719 0.723 4.233
C 3.987 0.826 4.759
C 4.838 1.888 4.380
N 6.227 1.833 4.697
C 6.689 2.513 5.882
C 8.037 1.936 6.286
N 8.996 2.046 5.132
C 8.457 1.401 3.873
C 7.125 2.041 3.577
C -1.066 -0.003 2.354
O -1.895 -0.725 2.860
O -1.327 0.497 1.101
H 2.736 3.518 2.263
H 0.019 -1.277 4.293
H 2.287 -0.928 6.543
H 4.076 -2.563 5.911
H 3.717 -2.247 4.145
H 1.663 -3.324 6.219
H 1.386 -3.029 4.443
H 4.385 0.061 5.409
H 5.988 2.353 6.701
H 6.783 3.604 5.735
H 7.943 0.875 6.510
H 8.475 2.461 7.134
H 9.898 1.642 5.381
H 9.154 3.036 4.927
H 8.355 0.336 4.073
H 9.168 1.563 3.065
H 6.734 1.574 2.674
H 7.283 3.108 3.351
Cl -1.966 8.386 -2.575
C -1.763 6.743 -2.044
C -0.489 6.236 -1.856
C -0.364 4.930 -1.431
Cl 1.229 4.235 -1.234
C -1.446 4.072 -1.163
O -1.285 2.853 -0.756
C -2.712 4.645 -1.400
Cl -4.110 3.647 -1.154
C -2.877 5.950 -1.823
H 0.384 6.844 -2.042
H -3.870 6.344 -1.982
C -0.896 -5.348 -4.878
C -1.246 -4.997 -3.441
N -1.067 -3.572 -3.153
C -0.023 -3.175 -2.396
C 0.242 -1.889 -2.039
C 1.208 -1.695 -0.879
O 2.099 -2.503 -0.699
O 0.849 -0.732 -0.107
C -0.566 -0.845 -2.570
O -0.380 0.382 -2.387
C -1.743 -1.277 -3.324
C -2.689 -0.311 -3.690
C -3.852 -0.708 -4.274
F -4.806 0.205 -4.574
C -4.121 -2.055 -4.548
C -3.187 -3.007 -4.205
C -1.991 -2.634 -3.572
N -5.371 -2.478 -5.103
C -5.809 -1.794 -6.308
C -6.915 -2.604 -6.955
N -8.046 -2.730 -5.966
C -7.593 -3.350 -4.670
C -6.438 -2.539 -4.116
H -1.058 -6.412 -5.051
H 0.151 -5.125 -5.079
H -1.502 -4.788 -5.591
H -0.597 -5.537 -2.754
H -2.269 -5.276 -3.187
H 0.626 -3.954 -2.015
H -2.497 0.727 -3.455
H -3.416 -4.038 -4.427
H -4.977 -1.712 -7.006
H -6.175 -0.775 -6.116
H -6.589 -3.615 -7.189
H -7.310 -2.120 -7.847
H -8.810 -3.274 -6.368
H -8.415 -1.794 -5.772
H -7.282 -4.367 -4.903
H -8.447 -3.367 -3.994
H -6.068 -3.027 -3.214
H -6.793 -1.537 -3.825
N 7.861 2.167 -1.569
C 7.140 1.466 -0.621
S 8.027 0.673 0.601
C 5.726 1.469 -0.723
C 4.888 0.768 0.191
C 3.541 0.723 -0.008
N 2.876 1.340 -1.028
C 3.661 2.046 -1.879
C 5.020 2.139 -1.773
H 8.844 1.945 -1.573
H 7.455 2.267 -2.486
H 5.327 0.229 1.018
H 2.925 0.150 0.674
H 3.150 2.559 -2.686
H 5.530 2.753 -2.502
C -5.919 2.579 3.047
C -6.324 1.377 2.486
C -5.431 0.627 1.733
C -4.124 1.067 1.528
C -3.732 2.280 2.100
C -4.620 3.028 2.856
Si -2.883 0.184 0.472
C -3.141 -1.649 0.153
C -2.104 -2.566 0.342
C -2.258 -3.904 0.004
C -3.458 -4.360 -0.523
C -4.498 -3.462 -0.726
C -4.333 -2.121 -0.404
H -6.614 3.163 3.636
H -7.333 1.019 2.643
H -5.759 -0.322 1.329
H -2.725 2.652 1.941
H -4.300 3.966 3.292
H -2.804 0.766 -0.878
H -1.160 -2.236 0.758
H -1.441 -4.594 0.176
H -3.591 -5.410 -0.752
H -5.452 -3.813 -1.105
H -5.153 -1.437 -0.589
*
```

[5]
Below is the molecule C4H8O2, with properties calculated with the ωB97M-V functional and the def2-TZVPD basis.

Computed properties:
Frontier orbital gap in eV: 10.40
Molecular weight in g mol⁻¹: 88.11
Energy above the lowest of the compared OMol25 structures with the same formula, charge and spin in kcal per mole: 65.3

ORCA input file:
```
! wB97M-V def2-TZVPD RIJCOSX def2/J DEFGRID3
* xyz 0 1
C 2.073 -0.128 -0.024
O 1.011 -0.148 -0.967
C -0.379 0.013 -0.575
C -1.476 -0.920 0.304
C -0.640 1.358 0.043
O -1.669 1.525 0.652
H 3.030 -0.190 -0.566
H 2.108 0.789 0.581
H 2.000 -1.001 0.626
H -0.827 -0.072 -1.561
H -1.584 -1.875 -0.194
H -1.222 -1.027 1.365
H -2.516 -0.506 0.350
H 0.091 2.182 -0.034
*
```

[6]
Below is the molecule C7H10, with properties calculated with the ωB97M-V functional and the def2-TZVPD basis.

Computed properties:
Frontier orbital gap in eV: 10.44
Molecular weight in g mol⁻¹: 94.16
Energy above the lowest of the compared OMol25 structures with the same formula, charge and spin in kcal per mole: 56.8

ORCA input file:
```
! wB97M-V def2-TZVPD RIJCOSX def2/J DEFGRID3
* xyz 0 1
C -1.231 2.367 0.430
C -0.807 1.266 0.164
C -0.416 -0.134 0.029
C 0.997 -0.453 0.516
C 2.067 0.456 -0.099
C -0.974 -0.977 -1.106
C -1.547 -1.115 0.272
H -1.627 3.322 0.702
H 1.227 -1.499 0.270
H 1.038 -0.368 1.611
H 2.119 0.354 -1.190
H 3.058 0.214 0.302
H 1.867 1.509 0.131
H -1.569 -0.492 -1.879
H -0.333 -1.785 -1.459
H -1.347 -2.001 0.878
H -2.523 -0.664 0.429
*
```

Calculated max |F| (eV Å⁻¹), listed in the same order as above: 5.324; 2.766; 0.320; 0.455; 1.504; 0.763